The following is a DFT calculation (the ωB97M-V functional and the def2-TZVPD basis) of a 4-piece molecular cluster, C2H12O3S2 overall at a distorted geometry.

```
19
Properties=species:S:1:pos:R:3:forces:R:3
C 2.516 -2.830 -3.065 -0.320 -2.957 -0.976
C 1.417 -1.898 -2.794 -2.561 2.897 0.590
S 1.873 -0.530 -1.548 -0.318 -1.394 0.444
S 2.009 -1.566 0.340 -0.294 0.705 -1.518
H 2.303 -3.359 -4.107 0.925 1.206 1.963
H 3.428 -2.208 -3.011 0.097 -1.259 -0.245
H 2.388 -3.747 -2.285 1.041 2.357 -1.613
H 0.901 -1.225 -3.613 1.516 -1.479 1.083
H 0.597 -2.437 -2.340 -0.427 0.121 0.091
H 3.234 -2.012 0.087 0.343 -0.193 0.181
O 0.050 3.137 4.161 -1.499 0.562 -0.214
H -0.506 3.711 3.593 0.370 -0.571 0.542
H 0.908 3.247 3.789 1.124 0.002 -0.345
O -3.676 2.739 2.185 0.080 0.805 1.857
H -3.619 3.100 3.112 0.373 -0.212 -1.428
H -4.431 2.175 2.329 -0.484 -0.567 -0.316
O -6.296 1.735 0.580 -0.078 1.118 0.163
H -5.594 1.135 0.827 0.320 -0.153 -0.079
H -5.939 2.644 0.698 -0.208 -0.987 -0.181
```
Forces are in eV/Å.

Computed properties:
HOMO: -9.161 eV
frontier orbital gap: 9.53 eV
charge: 0
DFT total energy: -30080.4638 eV
relative energy (zero: lowest compared OMol25 entry of this formula, charge and spin): 170.4 kJ/mol
SMILES: CCSS.O.O.O

Formally, the natural (NBO) partial charges of the atoms, in units of the elementary charge, are as follows: -0.6551 -0.4973 0.0418 -0.1410 0.2240 0.2298 0.2247 0.2304 0.2182 0.1244 -0.9325 0.4662 0.4664 -0.9302 0.4697 0.4584 -0.9398 0.4642 0.4778